(1)
This record from OMol25 describes a structure of composition C34H32MoN10OS4. The level of theory is ωB97M-V/def2-TZVPD.

Atoms and positions in Å:
Mo 0.2790 -0.0043 -0.0635
C -3.8826 -1.2234 -1.0878
C -4.0040 -2.5086 -0.5813
C -2.9090 -3.1046 0.0138
C -1.7127 -2.4004 0.0992
N -1.6109 -1.1377 -0.3651
C -2.6696 -0.5743 -0.9639
C -0.4758 -2.9218 0.6912
C -0.3655 -4.2330 1.1612
C 0.8140 -4.6676 1.7300
C 1.8858 -3.7836 1.8252
C 1.7733 -2.4937 1.3335
C 0.5966 -2.0263 0.7469
H -4.7043 -0.7197 -1.5741
H -4.9409 -3.0447 -0.6557
H -2.9717 -4.1087 0.4052
H -2.5266 0.4251 -1.3448
H -1.1970 -4.9207 1.0809
H 0.9051 -5.6837 2.0897
H 2.8176 -4.1120 2.2676
H 2.6259 -1.8305 1.4095
O -3.5060 5.1418 -3.0643
C -2.8473 4.2831 -2.5469
S -2.7975 3.9929 -0.7995
C -1.6867 2.6375 -0.8511
C -1.2326 2.2531 -2.0541
S -0.1132 0.9467 -2.3633
S -1.8203 3.1489 -3.4426
S -1.2524 1.8807 0.6719
N 1.5764 -0.8490 -1.1023
C 2.3632 -1.4157 -1.9047
C 1.8411 -2.4200 -2.8717
C 2.6567 -3.4538 -3.3216
C 2.1428 -4.4394 -4.1512
C 0.8131 -4.3983 -4.5412
C -0.0026 -3.3645 -4.0980
C 0.5054 -2.3827 -3.2661
C 3.8149 -1.0705 -1.8497
C 4.5387 -0.9180 -3.0296
C 5.8637 -0.5126 -2.9921
C 6.4819 -0.2591 -1.7764
C 5.7652 -0.4054 -0.5973
C 4.4388 -0.8050 -0.6351
H 3.6929 -3.4939 -3.0142
H 2.7833 -5.2430 -4.4895
H 0.4139 -5.1649 -5.1913
H -1.0384 -3.3196 -4.4077
H -0.1248 -1.5692 -2.9270
H 4.0540 -1.1039 -3.9784
H 6.4128 -0.3881 -3.9155
H 7.5167 0.0556 -1.7490
H 6.2386 -0.2070 0.3557
H 3.8720 -0.8955 0.2801
C -0.9980 -3.0365 4.5868
C -0.6675 -2.1202 5.7625
C 0.7551 -2.3491 6.2580
C -0.9491 -0.6577 5.4173
N -0.2516 -0.2290 4.2115
C -0.6982 -0.2042 2.9555
N 0.3136 0.0874 2.1702
N 1.3793 0.2604 2.9719
N 1.0543 0.0672 4.1946
H -0.8831 -4.0814 4.8722
H -0.3269 -2.8633 3.7423
H -2.0233 -2.8990 4.2377
H -1.3569 -2.3392 6.5849
H 1.4839 -2.1665 5.4678
H 0.8704 -3.3816 6.5860
H 0.9994 -1.6980 7.0977
H -0.6659 0.0232 6.2198
H -2.0097 -0.5209 5.2024
H -1.7050 -0.4039 2.6357
N 5.1660 3.9355 2.0295
C 4.1988 3.0293 1.7733
N 4.0211 2.0301 2.6617
N 3.4959 3.1943 0.6721
C 2.5741 2.2853 0.4590
N 1.7652 1.4868 0.2578
H 5.8613 3.7656 2.7319
H 5.3799 4.5836 1.2911
H 4.4892 2.0524 3.5497
H 3.1964 1.4376 2.5882

Calculated values
Electronic energy = -97924.40372 eV
Gap between HOMO and LUMO (spin up / spin down) = 6.162 / 6.159 eV
Highest occupied orbital energy (spin up / spin down) = -6.226 / -6.226 eV
Energy above the lowest of the compared OMol25 structures with the same formula, charge and spin = 0.0 kJ/mol


(2)
This record from OMol25 describes a structure of composition C34H33BFN8ORbS3 at a distorted geometry. The level of theory is ωB97M-V/def2-TZVPD.

Atoms and positions in Å:
Rb 1.2517 -0.4838 -0.3275
C 5.6539 2.1357 -1.4917
C 4.2926 1.7298 -1.5816
N 4.0605 0.6284 -0.8896
N 5.2292 0.2734 -0.3219
C 6.1917 1.1434 -0.6712
B 5.3592 -1.0028 0.5638
N 4.7987 -0.7214 1.9471
C 5.5302 -0.7465 3.0747
C 4.7589 -0.2269 4.0873
C 3.4973 0.0528 3.4448
N 3.5709 -0.2249 2.1573
N 4.6833 -2.2461 -0.0256
C 5.2510 -3.1771 -0.7852
C 4.2722 -4.1009 -1.1105
C 3.1140 -3.6230 -0.4711
N 3.3421 -2.4690 0.1136
H 6.1638 2.9225 -2.0443
H 3.5343 2.1992 -2.1859
H 7.2127 0.9110 -0.3474
H 6.5515 -1.2022 0.7064
H 6.5658 -1.0655 3.0051
H 5.0183 -0.1663 5.1168
H 2.6034 0.4184 3.8939
H 6.3115 -3.1957 -0.9158
H 4.5188 -5.0152 -1.6344
H 2.0901 -3.9523 -0.5335
N -0.7300 -1.0512 2.5875
C -1.0912 -0.1056 3.1616
N -1.5483 1.0275 3.6716
C -1.0860 1.4467 4.9876
C -2.0207 2.5145 5.5503
C -2.0590 3.7471 4.6036
C -2.3501 3.3187 3.1454
C -1.4714 2.1818 2.7076
H -0.1053 1.9410 4.8706
H -0.9377 0.5741 5.6076
H -1.6732 2.9104 6.5434
H -3.0240 2.0477 5.6246
H -1.0886 4.2174 4.6509
H -2.7642 4.4584 4.9381
H -2.2326 4.1451 2.4232
H -3.3998 3.0273 3.0696
H -0.3943 2.4912 2.7026
H -1.7490 1.8328 1.7106
F -4.7481 3.5092 0.7143
C -3.7826 2.6035 0.2113
C -2.8864 3.0769 -0.7204
C -1.8774 2.1346 -1.2115
C -2.3717 0.6886 -1.1113
C -3.3093 0.2960 -0.2165
C -3.9287 1.2940 0.6543
H -2.8751 4.1249 -0.9551
H -0.8598 2.2112 -0.7663
H -3.6101 -0.7397 -0.1731
H -4.6924 0.9733 1.3124
O -0.4890 -1.8109 -2.0924
C -1.7711 -1.6063 -2.5544
C -2.6854 -2.5268 -1.7799
C -3.9145 -3.0837 -2.0492
C -4.2288 -4.0730 -1.0594
C -3.2618 -4.2346 -0.1138
S -1.9036 -3.2109 -0.4214
C -2.1060 -0.0343 -2.4420
C -3.1646 0.7315 -3.2461
C -2.8309 1.9895 -3.4662
C -1.5340 2.2985 -2.7354
S -0.5718 0.7893 -3.0518
C -1.7652 -1.9697 -4.0422
C -0.5978 -2.2331 -4.6978
C -0.8101 -2.5032 -6.0659
C -2.1153 -2.4588 -6.4593
S -3.1235 -2.2071 -5.0736
H -4.5589 -2.9083 -2.9040
H -5.1765 -4.6012 -1.0033
H -3.2984 -4.8962 0.7404
H -4.0902 0.2172 -3.5048
H -3.5275 2.7603 -3.7443
H -1.0287 3.2363 -2.9228
H 0.3060 -2.2011 -4.1502
H -0.0188 -2.6728 -6.7535
H -2.4941 -2.4832 -7.4745

Calculated values
Electronic energy = -86316.24360 eV
Gap between HOMO and LUMO = 3.919 eV
Highest occupied orbital energy = -0.093 eV
Net charge = -2


> Look up the electronic energy of the first one.

-97924.40372 eV


> Number 2 is which compound?

C34H33BFN8ORbS3


Copy entry 2 word for word.
This record from OMol25 describes a structure of composition C34H33BFN8ORbS3 at a distorted geometry. The level of theory is ωB97M-V/def2-TZVPD.

Atoms and positions in Å:
Rb 1.2517 -0.4838 -0.3275
C 5.6539 2.1357 -1.4917
C 4.2926 1.7298 -1.5816
N 4.0605 0.6284 -0.8896
N 5.2292 0.2734 -0.3219
C 6.1917 1.1434 -0.6712
B 5.3592 -1.0028 0.5638
N 4.7987 -0.7214 1.9471
C 5.5302 -0.7465 3.0747
C 4.7589 -0.2269 4.0873
C 3.4973 0.0528 3.4448
N 3.5709 -0.2249 2.1573
N 4.6833 -2.2461 -0.0256
C 5.2510 -3.1771 -0.7852
C 4.2722 -4.1009 -1.1105
C 3.1140 -3.6230 -0.4711
N 3.3421 -2.4690 0.1136
H 6.1638 2.9225 -2.0443
H 3.5343 2.1992 -2.1859
H 7.2127 0.9110 -0.3474
H 6.5515 -1.2022 0.7064
H 6.5658 -1.0655 3.0051
H 5.0183 -0.1663 5.1168
H 2.6034 0.4184 3.8939
H 6.3115 -3.1957 -0.9158
H 4.5188 -5.0152 -1.6344
H 2.0901 -3.9523 -0.5335
N -0.7300 -1.0512 2.5875
C -1.0912 -0.1056 3.1616
N -1.5483 1.0275 3.6716
C -1.0860 1.4467 4.9876
C -2.0207 2.5145 5.5503
C -2.0590 3.7471 4.6036
C -2.3501 3.3187 3.1454
C -1.4714 2.1818 2.7076
H -0.1053 1.9410 4.8706
H -0.9377 0.5741 5.6076
H -1.6732 2.9104 6.5434
H -3.0240 2.0477 5.6246
H -1.0886 4.2174 4.6509
H -2.7642 4.4584 4.9381
H -2.2326 4.1451 2.4232
H -3.3998 3.0273 3.0696
H -0.3943 2.4912 2.7026
H -1.7490 1.8328 1.7106
F -4.7481 3.5092 0.7143
C -3.7826 2.6035 0.2113
C -2.8864 3.0769 -0.7204
C -1.8774 2.1346 -1.2115
C -2.3717 0.6886 -1.1113
C -3.3093 0.2960 -0.2165
C -3.9287 1.2940 0.6543
H -2.8751 4.1249 -0.9551
H -0.8598 2.2112 -0.7663
H -3.6101 -0.7397 -0.1731
H -4.6924 0.9733 1.3124
O -0.4890 -1.8109 -2.0924
C -1.7711 -1.6063 -2.5544
C -2.6854 -2.5268 -1.7799
C -3.9145 -3.0837 -2.0492
C -4.2288 -4.0730 -1.0594
C -3.2618 -4.2346 -0.1138
S -1.9036 -3.2109 -0.4214
C -2.1060 -0.0343 -2.4420
C -3.1646 0.7315 -3.2461
C -2.8309 1.9895 -3.4662
C -1.5340 2.2985 -2.7354
S -0.5718 0.7893 -3.0518
C -1.7652 -1.9697 -4.0422
C -0.5978 -2.2331 -4.6978
C -0.8101 -2.5032 -6.0659
C -2.1153 -2.4588 -6.4593
S -3.1235 -2.2071 -5.0736
H -4.5589 -2.9083 -2.9040
H -5.1765 -4.6012 -1.0033
H -3.2984 -4.8962 0.7404
H -4.0902 0.2172 -3.5048
H -3.5275 2.7603 -3.7443
H -1.0287 3.2363 -2.9228
H 0.3060 -2.2011 -4.1502
H -0.0188 -2.6728 -6.7535
H -2.4941 -2.4832 -7.4745

Calculated values
Electronic energy = -86316.24360 eV
Gap between HOMO and LUMO = 3.919 eV
Highest occupied orbital energy = -0.093 eV
Net charge = -2